ORCA calculation (ωB97M-V/def2-TZVPD) on 4 unconnected molecules or ions with the total composition H8O4 at a distorted geometry.

Structure (XYZ):
```
12
Properties=species:S:1:pos:R:3:forces:R:3:nbo_charge:R:1
O -0.787707 -1.483193 0.433412 0.3 0.3 -0.4 -0.995
H -0.098359 -1.355062 -0.251630 -0.1 0.1 0.0 0.498
H -0.484136 -2.264120 0.873568 0.0 -0.7 0.6 0.480
O -1.832216 0.854423 -0.506681 0.3 0.5 -0.3 -0.961
H -1.300983 0.097760 -0.240591 -0.4 -0.2 0.2 0.483
H -2.154901 1.211274 0.321956 -0.1 0.1 0.1 0.466
O 1.240316 -0.557425 -1.064419 0.6 -0.3 -0.1 -0.958
H 1.762289 -0.232019 -0.309825 -0.1 -0.1 -0.1 0.499
H 1.058726 0.262706 -1.523579 -0.2 0.0 -0.5 0.476
O 1.200303 1.256370 0.855921 0.9 0.3 0.6 -0.958
H 0.645989 0.634965 1.339964 -0.4 0.2 -0.4 0.488
H 0.750675 1.574321 0.071906 -0.7 0.0 0.3 0.481
```
Forces are in eV/Å.

Results
Total energy ... -305.74873 hartree
Structure (SMILES) ... O.O.O.O
Molar mass ... 72.1 g/mol
HOMO ... -11.289 eV

ORCA calculation (ωB97M-V/def2-TZVPD) on a single C4H12N2Si molecule at a distorted geometry.

Structure (XYZ):
```
19
Properties=species:S:1:pos:R:3:forces:R:3:nbo_charge:R:1
C 2.159808 0.326701 1.613910 -1.7 -0.7 0.0 -0.371
C 1.758271 0.173072 0.365563 -3.5 -1.3 0.4 -0.590
Si -0.060457 -0.468263 -0.249785 1.4 0.3 -0.9 1.860
C 0.062821 -1.779968 -1.629720 5.6 1.1 2.3 -1.098
N -0.914944 -0.970469 1.181605 -0.1 0.2 -0.4 -1.298
N -0.982771 0.829356 -0.937318 0.9 -0.6 0.7 -1.093
C -1.285757 1.857825 0.035959 -3.2 3.0 -1.3 -0.432
H 3.058597 0.836297 1.699222 1.7 0.8 1.0 0.183
H 1.560360 0.035417 2.463930 0.2 -0.1 0.2 0.193
H 2.422777 0.645888 -0.259786 1.2 0.7 -2.3 0.193
H 1.087637 -2.383006 -1.551977 -2.1 1.1 0.1 0.230
H -0.684449 -2.426373 -1.636688 -3.4 -3.1 0.3 0.221
H 0.119315 -1.387887 -2.583612 0.1 1.3 -2.0 0.231
H -1.920811 -1.067136 1.080200 0.2 0.2 -0.1 0.392
H -0.582870 -1.822004 1.581387 0.3 -0.5 0.5 0.385
H -1.341286 0.983009 -1.888967 0.6 -0.3 1.1 0.412
H -2.368375 2.211635 -0.319688 1.8 -0.5 1.4 0.177
H -1.358763 1.556562 1.113888 0.3 0.0 -1.2 0.224
H -0.729102 2.849342 -0.078122 0.0 -1.5 0.3 0.181
```
Forces are in eV/Å.

Results
Total energy ... -558.60417 hartree
Structure (SMILES) ... C=C[Si@@](C)(N)NC
Molar mass ... 116.2 g/mol
HOMO ... -8.758 eV

ORCA calculation (ωB97M-V/def2-TZVPD) on a molecular structure, C38H70F24K3N4O31S8 at a distorted geometry.

Structure (XYZ):
```
178
Properties=species:S:1:pos:R:3:forces:R:3:mulliken_charge:R:1
K 7.880614 23.063730 2.009027 -0.3 -0.1 0.4 0.467
K 10.621845 20.898568 6.256201 0.5 0.0 -0.2 0.648
K 4.503248 22.901027 9.835493 0.4 0.0 -0.2 0.997
C 14.068653 18.545284 13.635427 -0.5 0.1 0.3 0.673
F 13.374106 17.413013 13.813562 -0.1 0.0 -0.1 -0.256
F 15.267372 18.362458 14.172720 0.5 -0.1 0.0 -0.229
F 14.204451 18.760389 12.329487 0.1 -0.1 -0.2 -0.221
S 13.261869 19.987648 14.461563 -1.1 -0.4 -0.3 0.983
O 13.070059 19.576051 15.802663 0.0 -0.6 1.0 -0.664
O 14.151857 21.069340 14.202205 0.4 0.4 -0.4 -0.606
N 11.824079 20.046620 13.725083 1.3 0.9 -0.3 -0.481
S 11.759243 21.317706 12.747563 -0.6 0.0 -0.3 0.958
O 11.891036 22.594096 13.373274 -0.1 0.3 0.2 -0.603
O 12.399381 21.148018 11.470074 0.1 -0.3 -0.1 -0.550
C 9.963171 21.219908 12.327063 -0.1 0.1 0.7 0.554
F 9.589289 19.973192 12.007343 -0.1 0.0 -0.3 -0.237
F 9.190935 21.614245 13.348650 0.1 -0.1 0.0 -0.236
F 9.706065 22.044302 11.309427 0.0 -0.2 -0.2 -0.122
C 6.726590 24.950015 11.777291 -0.2 0.1 -0.4 0.541
F 7.761276 25.429473 12.434855 -0.1 -0.1 0.2 -0.184
F 7.167850 24.150773 10.794665 0.0 0.0 0.1 -0.156
F 5.957023 24.197057 12.591237 0.2 0.0 -0.1 -0.255
S 5.704776 26.348929 11.104712 -0.4 -0.6 0.6 0.900
O 4.837311 26.686451 12.174943 -0.7 -0.1 0.8 -0.696
O 6.635809 27.346619 10.690337 0.2 -0.3 -0.7 -0.543
N 4.855514 25.536402 9.945385 1.2 1.4 0.2 -0.378
S 4.984500 26.427769 8.617504 -0.1 0.7 -1.1 0.853
O 4.463222 27.758604 8.752169 -0.4 -0.3 0.1 -0.632
O 6.211872 26.321342 7.886819 0.1 -0.5 0.0 -0.301
C 3.737573 25.537912 7.574716 -0.5 0.2 0.6 0.456
F 4.039721 24.238103 7.404758 0.1 0.0 -0.2 -0.304
F 2.522563 25.567747 8.148936 0.1 0.0 0.0 -0.256
F 3.641133 26.133549 6.397099 0.2 -0.1 -0.2 -0.190
C 7.047196 19.404186 5.720392 0.3 0.0 0.8 0.065
F 6.799705 18.928402 6.943811 -0.2 0.1 0.0 -0.170
F 8.300942 19.081879 5.428049 0.1 0.1 -0.5 -0.216
F 6.221226 18.820324 4.863617 -0.1 0.0 -0.2 -0.152
S 6.784683 21.221913 5.658422 1.3 -0.1 0.0 0.509
O 6.925043 21.551432 4.270865 0.4 -0.1 -0.6 0.315
O 5.486990 21.391482 6.224399 -0.4 0.0 0.5 -0.504
N 8.069439 21.778883 6.568427 -2.4 -0.8 -1.0 0.540
S 7.525493 23.188606 7.083927 -0.5 1.6 0.3 -0.314
O 7.063175 24.051570 6.028923 0.6 -0.2 -0.3 0.023
O 6.637672 23.139131 8.207532 0.0 -0.6 0.8 -0.103
C 9.094834 23.872130 7.735995 0.0 0.1 0.1 -0.287
F 9.624926 23.020314 8.621108 0.1 0.1 -0.3 0.068
F 9.945247 24.054709 6.716031 0.0 -0.2 0.4 0.166
F 8.849772 25.027438 8.334099 0.1 -0.4 -0.1 -0.158
C 10.262519 20.217772 1.122626 -0.1 0.5 0.1 0.675
F 10.763288 19.003755 0.987846 0.1 -0.2 -0.1 -0.202
F 10.132654 20.775513 -0.082072 -0.1 0.0 -0.1 -0.234
F 9.050399 20.121239 1.678634 -0.1 0.0 0.0 -0.281
S 11.386861 21.211174 2.184393 -0.3 -0.1 -0.2 0.584
O 11.471724 20.439055 3.392267 -0.5 -0.1 0.5 -0.474
O 12.590627 21.347310 1.440302 0.3 0.0 -0.5 -0.631
N 10.538955 22.612353 2.301471 1.2 -1.4 0.3 -0.110
S 11.526557 23.588982 3.100125 0.3 2.0 0.2 0.599
O 11.789120 23.181086 4.446382 -0.2 -0.5 0.6 -0.608
O 12.631770 24.112397 2.362597 0.0 -0.2 -0.4 -0.647
C 10.440700 25.070658 3.279214 -0.6 -0.7 0.1 0.501
F 9.873681 25.397118 2.104400 0.1 0.2 -0.2 -0.227
F 9.424155 24.819537 4.125100 0.1 0.1 -0.1 -0.095
F 11.155194 26.072236 3.736816 0.0 0.2 0.0 -0.172
C 13.547058 18.771656 6.117865 0.1 0.4 0.0 -0.586
O 13.095330 19.944310 6.764823 0.0 0.1 -0.1 -0.227
C 13.452957 19.988204 8.135438 0.1 0.0 0.1 -0.848
C 12.450199 19.280427 8.999586 -0.2 -0.4 1.0 -0.161
O 11.158413 19.831727 8.736307 0.5 -0.7 0.2 0.523
C 10.100984 18.963944 9.128442 -0.1 1.4 -1.0 -0.619
C 9.922092 17.789297 8.172111 0.1 -0.7 0.8 -0.050
O 10.293177 18.063803 6.843492 -0.1 0.5 0.5 0.421
C 10.282915 16.920633 6.036575 0.2 0.1 -1.2 -1.009
H 13.181374 17.871083 6.618930 0.0 0.0 -0.1 0.230
H 14.642015 18.775909 6.101596 0.0 -0.2 0.0 0.306
H 13.174180 18.824423 5.096408 0.0 -0.2 0.0 0.065
H 13.497704 21.035946 8.434006 -0.1 0.0 -0.1 0.270
H 14.449127 19.554579 8.277926 0.0 0.0 0.1 0.490
H 12.679309 19.415987 10.064644 0.1 0.4 -0.2 -0.084
H 12.447283 18.183762 8.906554 0.0 0.1 -0.7 0.295
H 9.268987 19.673619 9.068139 -0.4 -0.5 0.2 0.135
H 10.197522 18.610164 10.155951 0.1 0.0 0.0 0.325
H 8.871355 17.482039 8.233374 0.0 0.0 -0.1 -0.424
H 10.496918 16.934109 8.557972 0.1 0.0 -0.2 0.534
H 11.272892 16.454049 5.972225 -0.1 -0.2 0.4 0.301
H 10.074026 17.257623 5.016310 -0.1 -0.1 0.1 0.214
H 9.519267 16.188675 6.309546 0.0 0.0 0.2 0.284
C 6.822271 15.847798 8.324920 1.0 0.1 0.3 -0.845
O 5.774733 15.014125 8.707321 -0.1 -0.4 -0.2 -0.362
C 5.913819 14.604666 10.043246 -0.3 -0.1 0.4 -0.554
C 4.788249 13.690988 10.458231 0.0 -0.3 -0.3 -0.418
O 4.856361 12.516844 9.659847 0.6 -0.3 0.3 -0.301
C 3.974029 11.452672 9.952842 -1.2 1.1 -0.3 -0.672
C 3.675826 11.063824 11.382075 0.5 -0.8 0.4 -0.485
O 3.097499 12.101935 12.129789 0.3 0.3 -0.1 -0.283
C 2.749584 11.711262 13.436007 -0.6 0.1 -0.1 -0.758
H 7.822596 15.444644 8.565626 -0.3 -0.3 0.3 0.420
H 6.758854 16.796717 8.873654 0.0 0.2 -0.4 0.316
H 6.877023 15.949881 7.242365 -0.6 0.3 0.0 0.315
H 5.869104 15.471752 10.723495 0.2 0.0 -0.1 0.384
H 6.862303 14.073281 10.196325 0.1 0.1 -0.1 0.293
H 3.820076 14.200724 10.365935 0.0 -0.1 -0.1 0.277
H 4.922426 13.414209 11.502283 0.0 0.3 0.1 0.299
H 4.341361 10.574779 9.426184 0.1 0.0 0.0 0.331
H 3.001770 11.744716 9.517914 0.0 -0.3 0.0 0.322
H 4.569233 10.664303 11.894446 0.0 0.3 0.0 0.349
H 2.986023 10.202583 11.336723 0.0 0.1 -0.1 0.465
H 3.528812 11.132511 13.940219 0.0 -0.1 -0.1 0.321
H 1.810460 11.144865 13.383588 0.2 -0.2 0.3 0.279
H 2.562182 12.608582 14.022743 0.0 0.1 -0.1 0.247
C -2.478599 19.640572 3.149924 -0.9 0.3 -0.3 -0.759
O -1.840090 20.419375 4.114016 0.5 0.1 0.0 -0.292
C -1.453495 19.653582 5.243795 -0.6 0.5 -0.7 -0.574
C -0.679911 20.551650 6.177650 -0.2 -0.9 0.5 -0.681
O 0.446340 21.148256 5.639919 0.6 0.6 -0.4 -0.228
C 1.362137 20.276169 4.989221 -0.9 -0.1 0.5 -0.649
C 2.532474 21.087972 4.562043 0.7 0.8 0.2 0.266
O 2.135926 21.945455 3.520708 -0.2 0.0 -0.5 -0.526
C 3.229137 22.683805 3.014492 0.0 -0.7 0.2 0.365
H -3.446732 19.274896 3.530649 0.3 -0.4 0.1 0.305
H -1.862507 18.820221 2.767921 0.0 -0.1 0.2 0.304
H -2.758275 20.283971 2.312909 0.3 0.1 0.0 0.253
H -0.872299 18.792980 4.892804 0.0 -0.1 0.3 0.352
H -2.383589 19.324845 5.727197 0.3 -0.3 0.3 0.466
H -0.406160 19.914628 7.041505 0.0 0.2 0.0 0.359
H -1.335159 21.349135 6.523191 0.0 0.1 0.0 0.335
H 0.858201 19.838639 4.119850 0.3 -0.2 0.0 0.218
H 1.645632 19.501049 5.717025 0.2 -0.1 -0.3 0.389
H 3.403573 20.488090 4.257741 -0.2 -0.3 0.0 0.074
H 2.885377 21.698015 5.409682 0.0 -0.1 0.0 -0.052
H 3.983592 21.986584 2.616033 0.2 0.2 0.2 -0.320
H 3.671080 23.269718 3.824449 0.1 0.2 -0.3 0.070
H 2.889764 23.284244 2.175479 -0.2 0.3 0.2 0.204
C 5.886152 19.844552 1.532641 0.1 -0.7 -0.5 -0.635
O 6.480503 20.928909 0.847148 -0.1 0.3 0.2 0.267
C 6.041009 21.049721 -0.484029 -0.8 -0.3 0.0 -0.702
C 6.512212 22.383842 -1.030422 0.5 -0.1 -0.2 -0.760
O 6.304276 23.422773 -0.105419 0.2 1.0 0.1 -0.165
C 4.987221 23.961864 -0.008595 -0.1 -1.3 0.0 -0.396
C 4.923632 25.011613 1.073822 0.4 0.9 -0.1 -1.049
O 5.474239 24.558819 2.285898 -0.1 -0.7 -0.5 0.473
C 5.694174 25.556029 3.262813 0.6 -0.2 0.7 -0.679
H 5.814554 18.979088 0.856022 0.1 0.0 0.1 0.459
H 4.864536 20.040059 1.873925 0.1 0.3 0.1 0.226
H 6.535280 19.576809 2.359072 -0.1 0.1 0.2 -0.147
H 4.941557 20.999057 -0.534868 0.0 0.0 0.2 0.351
H 6.399569 20.178341 -1.046896 0.1 0.3 -0.3 0.446
H 6.076855 22.624098 -2.006846 -0.3 -0.2 0.1 0.394
H 7.591507 22.347868 -1.206037 0.0 0.0 0.2 0.285
H 4.326919 23.112338 0.209750 -0.2 0.3 0.1 0.296
H 4.684039 24.387851 -0.971492 0.0 0.1 0.1 0.335
H 3.890231 25.348704 1.228899 -0.1 -0.2 -0.1 0.400
H 5.462884 25.903356 0.712426 0.1 -0.1 0.1 0.491
H 5.755641 25.049029 4.227916 -0.2 0.0 0.0 -0.157
H 4.908089 26.309238 3.303947 0.0 0.1 -0.2 0.424
H 6.692538 25.991441 3.129715 -0.2 0.4 -0.2 0.291
C 8.655666 31.004095 5.467009 0.1 -0.3 0.0 -0.731
O 9.271792 30.053302 6.295677 0.2 0.2 0.3 -0.323
C 8.682314 28.796888 6.233879 -0.7 -1.0 -0.9 -0.683
C 9.392980 27.768903 7.066478 0.1 -0.6 0.5 0.618
O 10.785874 27.908142 6.910539 0.2 -0.3 -0.4 -0.355
C 11.529145 26.738966 7.219150 0.2 0.9 0.5 0.863
C 12.834439 27.179321 7.869879 -0.7 -0.3 0.0 -0.792
O 12.597481 27.910599 9.052420 0.1 -0.1 0.0 -0.356
C 12.452165 27.108968 10.195589 0.1 -0.2 0.6 -0.581
H 8.280830 30.508129 4.562874 -0.1 0.2 -0.1 0.306
H 9.420640 31.725098 5.184153 -0.1 0.1 0.0 0.239
H 7.837793 31.505297 5.993438 -0.1 0.0 -0.1 0.256
H 8.688753 28.388661 5.198468 0.4 0.5 0.0 0.160
H 7.599031 28.769514 6.443560 0.2 0.3 0.6 0.493
H 9.046858 26.790817 6.704114 0.0 0.1 -0.1 -0.329
H 9.146745 27.763637 8.137145 -0.1 0.4 -0.1 0.276
H 11.765101 26.172098 6.311796 -0.2 -0.2 0.1 -0.269
H 10.999191 26.135967 7.961183 -0.1 -0.2 -0.2 -0.326
H 13.365847 27.847447 7.195310 0.2 -0.1 0.0 0.369
H 13.375638 26.246856 8.085912 0.4 0.3 -0.1 0.377
H 13.353997 26.510568 10.391194 0.0 0.1 -0.1 0.306
H 11.607551 26.406200 10.195788 -0.1 0.2 -0.4 0.160
H 12.301363 27.775994 11.043891 0.0 0.0 -0.1 0.276
```
Forces are in eV/Å.

Results
Total charge ... -1
Total energy ... -11423.39985 hartree
Molar mass ... 1908.8 g/mol
HOMO ... -7.184 eV

ORCA calculation (ωB97M-V/def2-TZVPD) on a molecular structure, C17H15ClF4HfN2O2 at a distorted geometry.

Structure (XYZ):
```
42
Properties=species:S:1:pos:R:3:forces:R:3:nbo_charge:R:1
Hf 0.079765 0.133734 0.065536 -0.4 -0.5 0.3 2.657
C 2.740139 1.399159 -0.620701 0.2 0.0 0.2 -0.431
N 2.171044 0.393513 0.324194 1.0 0.0 0.2 -0.577
C 2.793875 -0.943498 0.107596 0.2 0.0 0.0 -0.456
C 2.258067 0.834108 1.762641 -0.1 -0.2 0.1 -0.252
C 1.466305 -0.119894 2.680045 0.0 -0.1 0.0 -0.234
N 0.231575 -0.493185 1.969022 0.0 -0.6 1.0 -0.879
C -0.670954 -1.461996 2.435629 0.2 0.1 0.1 0.044
C -1.646886 -1.889195 1.541359 0.0 0.0 0.0 0.276
F -1.590041 -1.265737 0.244075 0.1 -0.2 0.4 -0.362
C -2.603789 -2.839498 1.786149 -0.1 0.0 0.0 0.369
F -3.465539 -3.166480 0.837530 0.0 0.0 0.0 -0.267
C -2.630983 -3.423567 3.039565 0.0 0.0 0.0 -0.322
C -1.691389 -3.019973 3.969141 0.0 0.0 0.0 0.400
F -1.688875 -3.552411 5.175504 0.0 0.0 0.0 -0.259
C -0.723930 -2.057819 3.685419 0.0 0.0 0.1 0.301
F 0.155817 -1.712192 4.624585 0.0 0.0 0.0 -0.281
H 3.795972 1.567289 -0.404035 0.0 0.0 0.0 0.245
H 2.210699 2.347248 -0.516617 0.0 0.0 0.0 0.229
H 2.640499 1.027261 -1.637983 0.0 0.0 0.0 0.238
H 3.858560 -0.911796 0.345115 0.0 0.0 0.0 0.254
H 2.679881 -1.231658 -0.938016 0.0 0.0 0.0 0.243
H 2.321136 -1.685807 0.751637 0.0 0.0 0.0 0.236
H 1.835884 1.842202 1.810991 0.0 0.0 0.0 0.231
H 3.304384 0.891718 2.066249 0.0 0.0 0.0 0.254
H 1.255721 0.403188 3.613029 0.0 0.0 0.0 0.252
H 2.055165 -1.003850 2.933389 0.0 0.0 0.0 0.220
H -3.366970 -4.176346 3.286450 0.0 0.0 0.0 0.287
Cl -2.789369 3.245706 -5.780629 0.0 0.0 0.0 0.115
C -1.943809 2.328991 -4.607843 0.0 0.0 0.0 -0.096
C -1.135679 1.256323 -5.011492 0.0 -0.1 0.0 -0.055
C -0.444350 0.472657 -4.098419 -0.1 -0.1 -0.1 -0.223
C -0.533558 0.735526 -2.749266 0.1 0.1 0.1 0.394
O 0.131847 -0.039211 -1.867274 -0.4 0.2 -1.6 -0.859
C -1.320015 1.860785 -2.309452 0.0 0.1 0.0 -0.292
C -1.387148 2.358034 -1.004328 0.1 0.1 -0.1 0.450
O -0.742209 1.917280 0.035694 -0.7 1.1 -0.6 -0.771
C -2.036907 2.627054 -3.277075 0.0 0.0 0.0 -0.077
H -1.059515 1.034122 -6.068837 0.0 0.0 0.0 0.265
H 0.152286 -0.365688 -4.430690 0.0 0.0 0.0 0.256
H -2.020906 3.223767 -0.818700 0.0 0.0 0.0 0.224
H -2.645800 3.460146 -2.949192 0.0 0.0 0.0 0.254
```
Forces are in eV/Å.

Results
Total charge ... +2
Total energy ... -1823.96343 hartree
Molar mass ... 569.3 g/mol
HOMO ... -14.833 eV

Question: Among the records above, which one has the lowest HOMO?
Answer: C17H15ClF4HfN2O2